Entry 1:
{
  "formula": "C6H10O2",
  "method": "ωB97M-V/def2-TZVPD",
  "charge": 0,
  "lumo_energy_ev": 0.600,
  "gap_ev": 10.0,
  "de_lowest_kj_mol": 355.7,
  "largest_force_ev_per_a": 4.35,
  "species": ["C", "C", "C", "C", "C", "O", "C", "O", "H", "H", "H", "H", "H", "H", "H", "H", "H", "H"],
  "xyz": [[-0.2643, -0.8961, 1.7958], [0.0037, -0.0731, 0.8014], [-1.1158, 1.4154, 0.8269], [0.6197, -0.0935, -0.5140], [0.8511, -1.4246, -1.2069], [1.7775, 0.7369, -0.5490], [-0.5720, 0.7164, -1.2402], [-1.5308, 0.1699, -1.7807], [-0.9511, -0.6289, 2.5929], [0.2307, -1.8619, 1.8600], [-1.3825, 2.2737, 0.2095], [-0.6511, 1.9221, 1.6761], [-2.0468, 0.9406, 1.1379], [1.6089, -2.0121, -0.6795], [1.2084, -1.2413, -2.2235], [-0.0747, -1.9993, -1.2726], [2.4208, 0.3671, 0.0741], [-0.1318, 1.6886, -1.5082]],
  "mulliken_charge": [-0.94, -0.15, -1.36, 1.84, -1.66, -0.58, -0.34, -0.57, 0.30, 0.28, 0.41, 0.42, 0.36, 0.42, 0.37, 0.35, 0.38, 0.47]
}

***

Entry 2:
{
  "formula": "C5H16N",
  "method": "ωB97M-V/def2-TZVPD",
  "charge": 1,
  "lumo_energy_ev": -3.813,
  "gap_ev": 9.7,
  "de_lowest_kj_mol": 187.3,
  "largest_force_ev_per_a": 4.20,
  "species": ["C", "C", "C", "H", "H", "H", "H", "H", "H", "H", "H", "C", "C", "N", "H", "H", "H", "H", "H", "H", "H", "H"],
  "xyz": [[-0.3638, -1.8505, -0.2456], [0.3095, -2.8308, -1.3841], [-0.8423, -2.4101, 1.1543], [-1.2459, -1.3134, -0.7183], [0.5126, -1.1749, -0.1039], [1.3543, -2.5402, -1.5369], [0.3170, -3.8264, -0.7883], [-0.8492, -3.5164, 1.1974], [-0.3688, -2.8455, -2.2297], [-1.8281, -2.0718, 1.2858], [-0.1638, -2.1485, 1.9172], [-0.0041, 1.7860, 0.0609], [1.4699, 2.3134, -0.2809], [-0.7706, 2.9673, 0.6107], [-0.5476, 1.3798, -0.7562], [0.2087, 1.0425, 0.7181], [2.3469, 2.1654, 0.3480], [1.5072, 3.3283, -0.4421], [-0.3471, 3.7435, 0.1614], [-1.7748, 2.9528, 0.5570], [-0.6132, 3.0459, 1.6087], [1.6934, 1.8037, -1.1334]],
  "mulliken_charge": [0.02, -0.91, -1.10, 0.30, -0.05, 0.29, 0.21, 0.34, 0.28, 0.29, 0.33, -0.29, -1.27, -0.25, 0.38, 0.24, 0.35, 0.46, 0.33, 0.35, 0.35, 0.34]
}

***

Entry 3:
{
  "formula": "C4H7N2S",
  "method": "ωB97M-V/def2-TZVPD",
  "charge": 1,
  "lumo_energy_ev": -4.931,
  "gap_ev": 8.4,
  "de_lowest_kj_mol": 522.8,
  "largest_force_ev_per_a": 4.39,
  "species": ["C", "C", "C", "C", "N", "N", "S", "H", "H", "H", "H", "H", "H", "H"],
  "xyz": [[-1.6499, -0.9921, 1.6925], [-1.2757, -0.9204, 2.8168], [0.5231, 1.0811, -0.9084], [0.4972, -1.3935, -0.8336], [0.6062, 2.2635, -0.3680], [0.1351, -0.0456, -0.4037], [1.0630, -1.4861, -2.4603], [-2.2137, -1.0412, 0.7845], [1.4116, -2.9118, -2.4277], [-0.9300, -0.9211, 3.8129], [0.9392, 0.9722, -1.9176], [1.2060, 3.0051, -0.7563], [0.2488, 2.5242, 0.4801], [-0.5609, -0.1345, 0.4887]],
  "mulliken_charge": [-0.53, -0.32, 0.22, -0.10, -0.25, 0.05, -0.14, 0.52, 0.28, 0.43, 0.28, 0.27, 0.22, 0.06]
}

***

Entry 4:
{
  "formula": "C44H45AsF7N3OPdS",
  "method": "ωB97M-V/def2-TZVPD",
  "charge": -2,
  "lumo_energy_ev": 4.279,
  "gap_ev": 4.5,
  "de_lowest_kj_mol": 205.9,
  "largest_force_ev_per_a": 1.16,
  "species": ["Pd", "C", "C", "C", "C", "C", "C", "C", "C", "C", "C", "C", "C", "N", "C", "C", "C", "C", "C", "C", "F", "H", "H", "H", "H", "H", "H", "H", "H", "H", "H", "H", "H", "H", "H", "H", "H", "H", "H", "H", "H", "H", "C", "C", "C", "C", "C", "C", "As", "C", "C", "C", "C", "C", "C", "C", "C", "C", "C", "C", "C", "H", "H", "H", "H", "H", "H", "H", "H", "H", "H", "H", "H", "H", "S", "C", "N", "C", "C", "C", "N", "H", "H", "H", "H", "H", "H", "H", "H", "C", "C", "O", "C", "F", "F", "F", "C", "F", "F", "F", "H", "H", "H"],
  "xyz": [[-0.4266, -1.1370, -0.7962], [1.2539, -2.3600, -2.8899], [2.7157, -2.6082, -2.5072], [2.8864, -3.5754, -1.3317], [3.4428, -1.3107, -2.2271], [4.4908, -0.9841, -3.0771], [5.2586, 0.1544, -2.8959], [4.9298, 1.0069, -1.8586], [3.8836, 0.7343, -0.9877], [3.5464, 1.8008, 0.0401], [4.6875, 2.0428, 1.0331], [3.1889, 3.1077, -0.6755], [3.1248, -0.4699, -1.1213], [2.1115, -0.7721, -0.2220], [2.4667, -0.9193, 1.0629], [3.8212, -1.2118, 1.4376], [4.2479, -1.3655, 2.7395], [3.3675, -1.2430, 3.8062], [2.0299, -1.0006, 3.5073], [1.5988, -0.8909, 2.2056], [0.2656, -0.7228, 2.0715], [0.7365, -3.3081, -3.0583], [1.2074, -1.7643, -3.8050], [0.7050, -1.8003, -2.0857], [3.2030, -3.0712, -3.3760], [2.3353, -3.2109, -0.4725], [3.9444, -3.6562, -1.0644], [2.5043, -4.5673, -1.5857], [4.7284, -1.6576, -3.8955], [6.0930, 0.3726, -3.5535], [5.5096, 1.9161, -1.7312], [2.6614, 1.4842, 0.5925], [5.6000, 2.3381, 0.5075], [4.8956, 1.1413, 1.6076], [4.4218, 2.8429, 1.7296], [4.0598, 3.5420, -1.1739], [2.7947, 3.8412, 0.0314], [2.4224, 2.9142, -1.4243], [4.5324, -1.3102, 0.6264], [5.2952, -1.5842, 2.9270], [3.7025, -1.3369, 4.8314], [1.2980, -0.8876, 4.2992], [0.5497, 6.2581, 0.1282], [0.5249, 5.6657, -1.1268], [0.2426, 4.3132, -1.2567], [-0.0135, 3.5144, -0.1444], [0.0585, 4.1194, 1.1092], [0.3179, 5.4749, 1.2506], [-0.4393, 1.5089, -0.2682], [-1.6191, 1.9316, -1.7478], [-1.3054, 1.8777, -3.0924], [-2.1639, 2.4536, -4.0235], [-3.3255, 3.0802, -3.5969], [-3.6713, 3.0825, -2.2524], [-2.8279, 2.4954, -1.3193], [-3.0669, 2.3836, 0.1257], [-4.2391, 2.7292, 0.7854], [-4.3461, 2.5453, 2.1570], [-3.2821, 2.0244, 2.8801], [-2.1031, 1.6819, 2.2256], [-1.9947, 1.8498, 0.8580], [0.7512, 7.3183, 0.2336], [0.7189, 6.2654, -2.0098], [0.2073, 3.8771, -2.2488], [-0.1100, 3.5151, 1.9947], [0.3313, 5.9250, 2.2377], [-0.3929, 1.3818, -3.4065], [-1.9230, 2.4214, -5.0801], [-3.9848, 3.5446, -4.3219], [-4.6052, 3.5346, -1.9380], [-5.0813, 3.1254, 0.2299], [-5.2685, 2.8034, 2.6660], [-3.3729, 1.8797, 3.9511], [-1.2729, 1.2653, 2.7856], [-0.3812, -3.6943, -0.1185], [-0.7844, -4.0037, 1.4483], [0.0837, -3.8032, 2.4867], [-0.3609, -3.7421, 3.8667], [-1.4366, -4.7931, 4.0964], [-2.5415, -4.5656, 3.0761], [-1.9618, -4.6628, 1.7493], [0.8392, -3.1737, 2.2471], [-0.7601, -2.7509, 4.1234], [0.5041, -3.9210, 4.5083], [-1.8346, -4.7208, 5.1103], [-1.0064, -5.7868, 3.9514], [-2.9985, -3.5812, 3.2552], [-3.3247, -5.3210, 3.1704], [-2.6002, -4.6302, 0.9686], [-4.5791, -2.1855, -0.0014], [-3.8612, -1.3827, -1.1257], [-2.8606, -0.6267, -0.6891], [-3.4822, -2.4294, -2.2757], [-2.3810, -2.0952, -2.9408], [-4.4434, -2.5824, -3.2413], [-3.3095, -3.6818, -1.7969], [-4.9961, -0.5067, -1.7819], [-6.1621, -1.1898, -2.0405], [-4.6330, 0.0534, -2.9459], [-5.3735, 0.4929, -0.9538], [-3.7997, -2.6461, 0.6052], [-5.2540, -2.9480, -0.3949], [-5.1354, -1.4814, 0.6177]],
  "mulliken_charge": [-0.86, 1.03, 0.60, -1.10, 0.60, -0.77, -1.51, -0.47, 0.65, 1.94, -1.67, -1.54, -0.87, 2.35, 0.49, -0.98, -0.48, -0.92, 0.04, -1.37, -0.16, 0.44, 0.44, -1.51, 0.55, -0.24, 0.36, 0.41, 0.32, 0.33, 0.25, -0.62, 0.29, 0.27, 0.47, 0.43, 0.33, 0.29, 0.39, 0.33, 0.34, 0.49, -0.49, -0.74, -0.33, 0.83, -0.62, -0.69, 1.93, 0.42, -0.92, -0.75, -0.78, -0.32, 0.03, 0.59, -0.73, -0.90, -0.75, -0.30, -0.41, 0.35, 0.40, 0.30, 0.29, 0.36, 0.44, 0.38, 0.30, 0.26, 0.37, 0.34, 0.39, 0.44, -0.32, 0.14, -0.11, -0.50, -0.69, -0.72, -0.24, -0.03, 0.22, 0.38, 0.39, 0.35, 0.34, 0.39, 0.33, -1.77, 1.04, -0.16, 0.39, -0.24, -0.34, -0.30, 0.44, -0.35, -0.27, -0.23, -0.02, 0.39, 0.47]
}

***

Entry 5:
{
  "formula": "C17H26N4O3",
  "method": "ωB97M-V/def2-TZVPD",
  "charge": 0,
  "lumo_energy_ev": 0.786,
  "gap_ev": 9.4,
  "de_lowest_kj_mol": 193.1,
  "largest_force_ev_per_a": 0.17,
  "species": ["C", "N", "C", "C", "C", "C", "C", "C", "O", "N", "C", "C", "C", "O", "N", "C", "C", "N", "C", "C", "O", "C", "C", "C", "H", "H", "H", "H", "H", "H", "H", "H", "H", "H", "H", "H", "H", "H", "H", "H", "H", "H", "H", "H", "H", "H", "H", "H", "H", "H"],
  "xyz": [[-2.1763, -1.0725, 2.4509], [-2.8261, -1.4833, 1.2205], [-4.2719, -1.3569, 1.3412], [-4.9824, -1.8799, 0.1039], [-4.4960, -1.1396, -1.1357], [-2.9775, -1.2140, -1.2150], [-2.3393, -0.7111, 0.0799], [-0.8242, -0.8800, -0.0336], [-0.3363, -1.9926, -0.1417], [-0.0266, 0.2294, 0.0008], [1.4160, -0.0008, 0.0285], [1.9759, -0.4539, -1.3181], [3.4897, -0.4121, -1.3004], [4.1045, 0.5449, -0.8658], [4.1071, -1.5140, -1.8077], [5.5485, -1.6069, -1.9205], [5.9990, -1.6362, -3.3409], [6.4666, -2.6390, -4.0011], [6.6952, -2.1400, -5.2775], [6.3412, -0.8433, -5.3076], [5.8876, -0.5020, -4.0665], [-0.4928, 1.5850, 0.1068], [0.0364, 2.5966, -0.8706], [-1.3898, 2.1525, -0.9561], [-1.1045, -1.2627, 2.3945], [-2.3351, -0.0022, 2.6740], [-2.5748, -1.6532, 3.2827], [-4.5843, -1.9171, 2.2245], [-4.5591, -0.2999, 1.5096], [-4.7700, -2.9471, 0.0018], [-6.0615, -1.7661, 0.2274], [-4.9454, -1.5560, -2.0392], [-4.8084, -0.0907, -1.0782], [-2.6497, -2.2453, -1.3597], [-2.6026, -0.6279, -2.0584], [-2.5970, 0.3493, 0.2227], [1.8997, 0.9274, 0.3232], [1.6348, -0.7628, 0.7786], [1.5970, -1.4455, -1.5600], [1.6505, 0.2328, -2.1037], [3.5428, -2.2773, -2.1392], [5.9570, -0.7355, -1.4109], [5.9171, -2.5112, -1.4389], [7.0954, -2.7520, -6.0666], [6.3437, -0.0719, -6.0552], [-0.6572, 1.9384, 1.1201], [0.2519, 3.5858, -0.4931], [0.7208, 2.2450, -1.6289], [-1.6562, 1.4947, -1.7715], [-2.1696, 2.8331, -0.6440]],
  "mulliken_charge": [-0.99, -0.13, -0.53, -0.79, -0.77, -1.05, 0.57, -0.43, -0.65, 0.58, -1.27, -0.08, 0.39, -0.68, -0.19, -0.73, 0.66, -0.59, -0.30, -0.21, -0.28, -0.16, -0.61, -0.40, 0.29, 0.30, 0.39, 0.46, 0.33, 0.33, 0.39, 0.36, 0.33, 0.39, 0.29, 0.65, 0.45, 0.41, 0.30, 0.19, 0.26, 0.36, 0.32, 0.37, 0.39, 0.19, 0.27, 0.17, 0.16, 0.29]
}

***

Entry 6:
{
  "formula": "C5H9NO2",
  "method": "ωB97M-V/def2-TZVPD",
  "charge": 0,
  "lumo_energy_ev": 0.452,
  "gap_ev": 9.7,
  "de_lowest_kj_mol": 124.2,
  "largest_force_ev_per_a": 1.86,
  "species": ["C", "C", "O", "C", "O", "C", "C", "N", "H", "H", "H", "H", "H", "H", "H", "H", "H"],
  "xyz": [[0.1479, -1.1769, 2.1527], [-0.0724, -1.3946, 0.6866], [-0.9625, -2.0902, 0.2062], [0.8479, -0.6383, -0.2211], [1.9668, -1.0213, -0.5150], [0.2112, 0.7488, -0.6756], [-1.3041, 0.8409, -0.7329], [0.7683, 1.0774, -1.9872], [-0.3962, -0.2853, 2.4722], [-0.2095, -2.0484, 2.7074], [1.2126, -1.0613, 2.3721], [0.5907, 1.4671, 0.0597], [-1.7533, 0.7100, 0.2563], [-1.6219, 1.8281, -1.0868], [-1.7268, 0.1010, -1.4212], [0.5225, 2.0184, -2.2891], [1.7789, 0.9244, -1.9842]],
  "mulliken_charge": [-1.08, 0.64, -0.53, 0.37, -0.56, 0.61, -1.40, -0.72, 0.27, 0.33, 0.37, 0.18, 0.33, 0.42, 0.32, 0.22, 0.23]
}